No. 1
This record from the Open Molecules 2025 dataset describes an isolated molecule of C4H10N2O in a non-equilibrium geometry. The level of theory is ωB97M-V with the def2-TZVPD basis set.

Bonds (Å) are listed after each position.
Cartesian coordinates (Å):
1 H -0.576 1.964 0.592  N2 1.022
2 N -1.235 1.368 0.087  H1 1.022, C3 1.250
3 C -0.790 0.224 -0.148  N2 1.250, C4 1.829, C6 1.431
4 C -1.969 -1.082 -0.646  C3 1.829, O5 1.400, H9 1.091, H10 1.094
5 O -1.761 -2.442 -0.388  C4 1.400, H11 0.970
6 C 0.349 -0.632 -0.017  C3 1.431, N7 1.702, H12 1.088, H13 1.089
7 N 1.780 0.286 0.071  C6 1.702, C8 1.448, H14 1.024
8 C 1.889 1.622 0.620  N7 1.448, H15 1.096, H16 1.102, H17 1.099
9 H -2.849 -0.766 -0.084  C4 1.091
10 H -2.152 -0.894 -1.709  C4 1.094
11 H -1.925 -2.943 -1.202  O5 0.970
12 H 0.365 -1.234 0.890  C6 1.088
13 H 0.579 -1.187 -0.925  C6 1.089
14 H 2.431 -0.300 0.601  N7 1.024
15 H 1.589 2.363 -0.131  C8 1.096
16 H 1.337 1.783 1.560  C8 1.102
17 H 2.938 1.870 0.830  C8 1.099

Values from the calculation:
Kohn-Sham gap = 0.3456 Ha
SMILES string = [H]/N=C(/CO)CNC

No. 2
This record from the Open Molecules 2025 dataset describes the ion C5H8O2P with charge -1 in a non-equilibrium geometry. The level of theory is ωB97M-V with the def2-TZVPD basis set.

Bonds (Å) are listed after each position.
Cartesian coordinates (Å):
1 C -1.800 -0.454 -1.310  C2 1.206, C3 1.476
2 C -1.734 0.439 -0.502  C1 1.206, P8 1.822
3 C -1.840 -1.498 -2.353  C1 1.476, H9 1.136, H10 1.048, H11 1.142
4 C 1.921 0.768 1.838  C5 1.585, H12 1.047, H13 1.114, H14 1.129
5 C 1.312 0.502 0.399  C4 1.585, O7 1.388, H15 1.213, H16 1.188
6 O -1.031 0.456 2.114  P8 1.494
7 O 0.514 1.560 -0.013  C5 1.388, P8 1.983
8 P -1.206 1.389 0.960  C2 1.822, O6 1.494, O7 1.983
9 H -1.065 -2.307 -2.166  C3 1.136
10 H -2.748 -1.991 -2.529  C3 1.048
11 H -1.263 -0.991 -3.198  C3 1.142
12 H 2.038 1.800 1.974  C4 1.047
13 H 1.188 0.414 2.599  C4 1.114
14 H 2.771 0.089 2.137  C4 1.129
15 H 0.702 -0.547 0.380  C5 1.213
16 H 2.240 0.371 -0.331  C5 1.188

Values from the calculation:
Kohn-Sham gap (spin up / spin down) = 0.1174 / 0.2720 Ha
<S²> = 2.010
net charge = -1
multiplicity = 3

No. 3
This record from the Open Molecules 2025 dataset describes a cluster of 2 separate species, C3H10N4O in total in a non-equilibrium geometry. The level of theory is ωB97M-V with the def2-TZVPD basis set.

Bonds (Å) are listed after each position.
Cartesian coordinates (Å):
1 H 3.705 -0.490 0.742  N2 1.028
2 N 2.948 0.203 0.689  H1 1.028, N3 1.249
3 N 2.315 0.142 -0.386  N2 1.249, C4 1.384
4 C 1.287 1.065 -0.456  N3 1.384, C5 1.505, O6 1.234
5 C 0.821 1.318 -1.865  C4 1.505, H7 1.094, H8 1.093, H9 1.093
6 O 0.752 1.646 0.492  C4 1.234
7 H 1.227 0.568 -2.550  C5 1.094
8 H 1.154 2.310 -2.180  C5 1.093
9 H -0.270 1.262 -1.901  C5 1.093
10 C -0.837 -1.277 1.356  N11 1.462, H13 1.095, H14 1.095, H15 1.095
11 N -1.545 -1.236 0.078  C10 1.462, N12 1.442, H16 1.021
12 N -2.773 -0.492 0.205  N11 1.442, H17 1.024, H18 1.024
13 H -0.848 -0.314 1.877  C10 1.095
14 H 0.209 -1.555 1.187  C10 1.095
15 H -1.277 -2.040 2.006  C10 1.095
16 H -0.942 -0.831 -0.641  N11 1.021
17 H -2.610 0.512 0.327  N12 1.024
18 H -3.316 -0.792 1.020  N12 1.024

Values from the calculation:
Kohn-Sham gap = 0.2676 Ha
SMILES string = [H]/N=N/C(C)=O.CNN

Calculated values (eV) of relative energy (zero: lowest compared OMol25 entry of this formula, charge and spin) for the records, taken in order: 4.506, 1.963, 4.470.
Calculated values (a.u.) of E for the records, taken in order: -343.03588, -686.98122, -414.44895.